ORCA calculation (the ωB97M-V functional and the def2-TZVPD basis) on a structure of composition C43H50BGe2N4O2STi at a distorted geometry.

- HOMO-LUMO gap (alpha / beta): 5.82 / 5.42 eV
- Strongest force on any atom: 0.021 hartree/bohr
- Spin multiplicity: 2
- LUMO level (alpha / beta): -0.3 / -0.3 eV
- Net charge: 0
- Relative energy (zero: lowest compared OMol25 entry of this formula, charge and spin): 48.11 kcal per mole

Each line ends with the Löwdin spin population.
Atoms and positions in Å:
Ti -1.385 -0.006 0.573  0.909
C -2.418 0.290 2.835  0.008
C -3.240 0.624 1.639  0.008
C -2.916 1.912 1.231  0.014
C -2.025 2.478 2.215  0.007
C -1.793 1.578 3.206  0.029
H -2.951 -0.313 3.569  0.003
H -4.099 0.060 1.299  0.005
H -3.395 2.441 0.421  0.001
H -1.594 3.467 2.164  0.000
H -1.117 1.713 4.037  0.002
N -2.625 -1.655 -0.345  0.010
C -1.819 -2.438 -1.236  0.002
C -2.334 -3.175 -2.266  0.000
C -1.494 -3.959 -3.081  0.000
C -0.154 -4.038 -2.826  0.000
C 0.409 -3.281 -1.774  0.000
C 1.781 -3.327 -1.432  -0.001
C 2.251 -2.555 -0.412  0.000
C 1.364 -1.674 0.234  0.003
N 0.087 -1.601 -0.061  0.007
C -0.419 -2.428 -1.018  0.000
H -3.539 -1.444 -0.736  0.003
H -2.744 -2.167 0.534  0.000
H -3.402 -3.173 -2.449  0.000
H -1.934 -4.523 -3.892  0.000
H 0.494 -4.669 -3.422  0.000
H 2.440 -3.981 -1.990  0.000
H 3.289 -2.557 -0.113  0.000
H 1.724 -1.000 1.000  0.002
C -6.866 2.045 -3.666  0.000
N -5.578 2.634 -3.370  0.000
C -5.098 3.846 -3.847  0.000
C -3.869 4.020 -3.324  0.000
N -3.617 2.924 -2.527  0.000
C -4.659 2.057 -2.560  0.000
S -4.812 0.605 -1.732  0.002
H -7.448 2.757 -4.245  0.000
H -7.383 1.808 -2.737  0.000
H -6.738 1.124 -4.233  0.000
H -5.682 4.468 -4.500  0.000
H -3.157 4.813 -3.450  0.000
H -2.728 2.672 -2.116  0.000
C 2.240 4.872 -0.865  0.000
Ge 0.726 4.035 0.087  0.000
C 1.220 4.090 1.999  0.000
C -0.855 5.199 -0.174  0.000
Ge 0.231 1.792 -0.714  0.003
C 2.059 1.115 -1.129  -0.002
C 3.048 1.155 -0.143  -0.001
C 4.308 0.607 -0.349  0.000
C 4.611 0.001 -1.562  -0.001
C 3.644 -0.046 -2.557  0.000
C 2.386 0.502 -2.339  -0.001
C -0.476 2.026 -2.567  -0.001
C -0.233 3.140 -3.376  0.000
C -0.703 3.207 -4.682  0.000
C -1.432 2.153 -5.219  0.000
C -1.682 1.033 -4.439  0.000
C -1.208 0.979 -3.134  0.000
H 2.543 5.784 -0.347  0.000
H 1.989 5.134 -1.894  0.000
H 3.092 4.191 -0.892  0.000
H 0.621 4.839 2.519  0.000
H 2.269 4.373 2.093  0.000
H 1.074 3.134 2.502  0.000
H -0.738 6.140 0.366  0.000
H -1.771 4.719 0.173  0.000
H -0.980 5.433 -1.233  0.000
H 2.840 1.626 0.816  0.000
H 5.054 0.662 0.435  0.000
H 5.594 -0.421 -1.735  0.000
H 3.873 -0.508 -3.510  0.000
H 1.650 0.460 -3.136  0.000
H 0.349 3.972 -2.993  0.000
H -0.492 4.084 -5.283  0.000
H -1.800 2.206 -6.236  0.000
H -2.253 0.203 -4.837  0.000
H -1.439 0.096 -2.542  0.000
C 4.503 -4.056 3.186  0.000
C 3.665 -3.975 4.472  0.000
C 4.316 -2.964 5.420  0.000
C 3.678 -5.345 5.160  0.000
C 2.244 -3.555 4.083  -0.001
C 1.302 -4.505 3.696  0.000
C 0.030 -4.155 3.234  -0.001
C -0.271 -2.817 3.166  0.000
O -1.409 -2.209 2.709  -0.007
B -1.067 -0.803 2.645  -0.010
O 0.142 -0.602 3.373  0.005
C 0.651 -1.854 3.563  0.000
C 1.903 -2.196 4.019  0.000
H 5.527 -4.369 3.407  0.000
H 4.541 -3.082 2.692  0.000
H 4.066 -4.773 2.488  0.000
H 5.292 -3.336 5.738  0.000
H 3.707 -2.803 6.311  0.000
H 4.481 -1.998 4.942  0.000
H 4.684 -5.566 5.523  0.000
H 3.399 -6.149 4.480  0.000
H 2.995 -5.366 6.011  0.000
H 1.551 -5.556 3.740  0.000
H -0.688 -4.905 2.932  0.000
H 2.596 -1.419 4.307  0.000

Atoms 1-6, force components in eV/Å:
Ti -0.4 0.7 0.8
C 0.0 0.1 -0.2
C 0.1 -0.2 0.0
C 0.0 -0.1 -0.2
C 0.1 0.0 -0.1
C 0.0 0.0 0.0